A 12-piece molecular cluster, C32H88O12 overall. Source: OMol25; level of theory: ωB97M-V with the def2-TZVPD basis set.

Calculated values
SMILES: CC(C)O.CC(C)O.CC(C)O.CC(C)O.CC(C)O.CC(C)O.CC(C)O.CC(C)O.CCO.CCO.CCO.CCO
E_LUMO: 0.2 eV
Relative energy (zero: lowest compared OMol25 entry of this formula, charge and spin): 3.683 eV
Frontier orbital gap: 9.2 eV
E_HOMO: -8.98 eV
Net charge: 0

```
132
Properties=species:S:1:pos:R:3:lowdin_charge:R:1
C 3.110 -1.768 2.329 -0.052
C 4.005 -0.644 2.889 -0.280
O 3.332 0.033 3.933 -0.090
H 2.794 -2.544 3.026 0.082
H 3.679 -2.208 1.510 0.059
H 2.228 -1.375 1.822 0.060
H 4.088 0.211 2.218 0.086
H 5.006 -0.950 3.193 0.118
H 4.002 0.186 4.604 0.090
C -0.953 0.449 0.150 -0.059
C 0.449 0.028 -0.216 -0.312
O 0.401 -1.341 -0.454 -0.089
H -0.845 1.355 0.747 0.073
H -1.561 -0.286 0.677 0.085
H -1.346 0.795 -0.806 0.061
H 1.209 0.301 0.516 0.085
H 0.709 0.508 -1.159 0.099
H 1.256 -1.670 -0.742 0.035
C 4.716 2.336 -0.027 -0.079
C 3.240 2.256 0.038 -0.353
O 2.722 3.541 0.254 -0.055
H 5.013 1.325 0.253 0.054
H 5.230 2.982 0.684 0.086
H 5.024 2.622 -1.033 0.080
H 2.959 1.592 0.856 0.088
H 2.777 1.768 -0.819 0.089
H 2.561 3.612 1.198 0.097
C -2.138 -3.347 -3.917 -0.075
C -1.442 -3.062 -2.605 -0.325
O -2.150 -2.352 -1.589 -0.095
H -2.704 -4.276 -3.843 0.073
H -1.443 -3.590 -4.720 0.074
H -2.662 -2.438 -4.210 0.067
H -0.632 -2.364 -2.816 0.095
H -1.066 -3.972 -2.136 0.099
H -1.546 -1.847 -1.040 0.026
C 0.028 1.010 3.606 -0.040
C -0.117 0.309 4.959 -0.475
C -1.555 0.342 5.433 -0.043
O 0.326 -0.996 4.800 -0.050
H 1.020 1.222 3.208 0.067
H -0.588 1.906 3.676 0.079
H -0.479 0.482 2.798 0.057
H 0.455 0.864 5.703 0.138
H -1.756 -0.165 6.377 0.087
H -2.205 -0.121 4.691 0.071
H -1.933 1.358 5.551 0.080
H 1.238 -0.901 4.518 0.077
C 5.314 -2.333 -1.443 -0.057
C 4.252 -1.320 -1.612 -0.523
C 4.180 -0.759 -3.054 -0.021
O 3.065 -1.872 -1.177 -0.041
H 5.106 -3.288 -1.927 0.094
H 5.448 -2.586 -0.392 0.082
H 6.268 -1.861 -1.681 0.093
H 4.565 -0.453 -1.029 0.114
H 5.124 -0.306 -3.358 0.081
H 3.466 0.062 -3.123 0.062
H 3.907 -1.623 -3.660 0.085
H 3.215 -2.815 -1.074 0.063
C -0.650 -5.292 3.235 -0.057
C -0.589 -3.842 3.358 -0.611
C -1.860 -3.090 3.072 -0.031
O -0.348 -3.543 4.631 -0.031
H -0.889 -5.522 2.197 0.074
H -1.397 -5.720 3.905 0.094
H 0.338 -5.712 3.423 0.082
H 0.264 -3.537 2.753 0.122
H -1.546 -2.046 3.068 0.056
H -2.578 -3.154 3.890 0.094
H -2.320 -3.196 2.089 0.078
H -0.068 -2.628 4.708 0.036
C -4.668 2.019 3.746 -0.055
C -4.144 1.909 2.312 -0.433
C -4.655 0.657 1.499 -0.036
O -4.689 3.017 1.602 -0.088
H -4.382 1.100 4.257 0.054
H -5.745 1.902 3.867 0.080
H -4.327 2.871 4.335 0.079
H -3.062 2.025 2.253 0.119
H -4.208 0.425 0.532 0.049
H -5.666 0.670 1.090 0.078
H -4.529 -0.256 2.081 0.064
H -4.277 2.971 0.736 0.027
C 1.222 -4.442 -0.013 -0.043
C 2.178 -5.636 0.260 -0.455
C 1.752 -6.908 -0.512 -0.056
O 3.376 -5.279 -0.367 -0.066
H 1.497 -3.674 0.710 0.058
H 0.154 -4.629 0.101 0.080
H 1.305 -4.158 -1.062 0.079
H 2.291 -5.822 1.328 0.131
H 0.852 -7.364 -0.098 0.075
H 2.401 -7.783 -0.532 0.073
H 1.577 -6.650 -1.557 0.084
H 3.912 -6.073 -0.420 0.090
C 1.888 5.260 -4.142 -0.062
C 1.127 4.195 -3.345 -0.457
C 1.931 2.926 -3.223 -0.073
O 0.697 4.548 -1.995 -0.054
H 2.090 5.136 -5.206 0.080
H 2.875 5.360 -3.690 0.071
H 1.445 6.247 -4.008 0.078
H 0.193 4.166 -3.906 0.126
H 1.396 2.121 -2.719 0.054
H 2.931 3.106 -2.828 0.082
H 1.999 2.458 -4.205 0.084
H 1.439 4.406 -1.403 0.044
C -4.413 5.015 -1.661 -0.020
C -3.087 4.584 -0.995 -0.521
C -2.745 5.443 0.152 -0.058
O -3.097 3.252 -0.616 -0.065
H -4.540 4.465 -2.593 0.049
H -4.336 6.080 -1.879 0.078
H -5.281 4.937 -1.006 0.086
H -2.231 4.597 -1.669 0.129
H -1.907 4.977 0.671 0.088
H -3.612 5.518 0.809 0.083
H -2.466 6.469 -0.091 0.086
H -3.074 2.743 -1.430 0.050
C -3.629 2.455 -4.354 -0.042
C -3.149 1.135 -3.779 -0.436
C -1.656 0.747 -3.921 -0.023
O -3.378 1.213 -2.368 -0.090
H -2.960 3.253 -4.029 0.078
H -4.624 2.714 -3.994 0.079
H -3.674 2.297 -5.432 0.085
H -3.797 0.350 -4.167 0.134
H -1.488 -0.249 -3.512 0.057
H -0.912 1.440 -3.529 0.069
H -1.441 0.673 -4.987 0.078
H -3.403 0.337 -1.977 0.087
```

A 12-piece molecular cluster, C32H88O20 overall. Source: OMol25; level of theory: ωB97M-V with the def2-TZVPD basis set.

Calculated values
SMILES: CCOCC.CCOCC.CCOCC.CCOCC.OCCO.OCCO.OCCO.OCCO.OCCO.OCCO.OCCO.OCCO
E_LUMO: 0.2 eV
Frontier orbital gap: 9.8 eV
E_HOMO: -9.61 eV
Net charge: 0

```
140
Properties=species:S:1:pos:R:3:lowdin_charge:R:1
C -0.623 4.500 1.422 -0.042
C -2.154 4.435 1.195 -0.286
O -2.358 4.500 -0.179 -0.172
C -3.739 4.428 -0.571 -0.247
C -3.830 4.742 -2.081 -0.071
H -0.187 5.303 0.829 0.079
H -0.358 4.611 2.474 0.059
H -0.194 3.595 0.992 0.059
H -2.686 3.551 1.545 0.112
H -2.636 5.269 1.705 0.112
H -4.201 3.469 -0.339 0.103
H -4.299 5.227 -0.085 0.113
H -4.862 4.821 -2.422 0.069
H -3.376 4.018 -2.758 0.061
H -3.371 5.708 -2.287 0.073
C -1.472 -0.260 2.835 -0.043
C -2.265 -1.477 3.126 -0.272
O -1.371 -2.524 3.362 -0.227
C -1.995 -3.731 3.752 -0.250
C -0.991 -4.849 3.913 -0.051
H -0.907 -0.317 1.905 0.059
H -2.188 0.552 2.707 0.088
H -0.773 -0.047 3.643 0.078
H -2.789 -1.345 4.072 0.130
H -2.878 -1.741 2.263 0.113
H -2.506 -3.493 4.685 0.125
H -2.644 -4.085 2.951 0.118
H -0.307 -4.614 4.728 0.082
H -0.512 -5.010 2.948 0.061
H -1.543 -5.775 4.075 0.084
C 1.467 0.331 0.604 -0.063
C 0.965 0.463 -0.785 -0.271
O -0.418 0.190 -0.749 -0.174
C -1.186 0.652 -1.809 -0.261
C -2.693 0.412 -1.497 -0.050
H 2.549 0.342 0.738 0.071
H 1.113 1.214 1.136 0.065
H 1.189 -0.620 1.058 0.065
H 1.169 1.483 -1.109 0.109
H 1.366 -0.264 -1.491 0.115
H -1.092 1.717 -2.021 0.121
H -0.892 0.040 -2.661 0.099
H -2.979 -0.635 -1.402 0.063
H -3.321 0.903 -2.240 0.071
H -2.978 0.940 -0.586 0.059
C -1.566 0.280 -5.505 -0.061
C -2.370 -0.942 -5.034 -0.289
O -3.688 -0.717 -5.445 -0.176
C -4.545 -1.793 -4.995 -0.276
C -5.848 -1.506 -5.676 -0.082
H -0.499 0.182 -5.308 0.063
H -1.619 0.376 -6.590 0.076
H -1.926 1.209 -5.062 0.072
H -2.038 -1.826 -5.580 0.120
H -2.425 -1.053 -3.951 0.085
H -4.229 -2.794 -5.290 0.114
H -4.543 -1.792 -3.905 0.112
H -5.709 -1.395 -6.751 0.083
H -6.271 -0.608 -5.225 0.077
H -6.543 -2.329 -5.508 0.074
C 1.883 -1.431 3.785 -0.201
C 1.266 -1.457 5.211 -0.202
O 1.956 -0.496 6.055 -0.081
O 1.137 -2.365 3.006 -0.096
H 2.945 -1.674 3.785 0.129
H 1.878 -0.392 3.455 0.089
H 1.424 -2.418 5.700 0.118
H 0.197 -1.252 5.254 0.106
H 1.423 -0.324 6.835 0.079
H 0.222 -2.245 3.271 0.015
C -1.353 -3.307 0.099 -0.260
C -0.777 -3.247 -1.303 -0.225
O -0.267 -4.517 -1.686 -0.070
O -2.680 -3.704 0.112 -0.053
H -1.123 -2.317 0.494 0.110
H -0.914 -4.051 0.764 0.116
H 0.115 -2.626 -1.227 0.098
H -1.511 -2.826 -1.990 0.118
H 0.307 -4.552 -2.454 0.093
H -2.662 -4.542 -0.354 0.095
C 5.653 -2.036 -0.882 -0.199
C 4.930 -0.700 -0.746 -0.210
O 5.834 0.306 -1.285 -0.074
O 5.780 -2.367 -2.303 -0.075
H 5.118 -2.863 -0.417 0.092
H 6.627 -2.064 -0.393 0.119
H 4.734 -0.462 0.300 0.110
H 3.941 -0.727 -1.204 0.097
H 5.542 1.150 -0.932 0.041
H 6.206 -1.580 -2.651 0.057
C 2.600 -4.143 0.331 -0.214
C 2.158 -5.563 0.790 -0.202
O 3.396 -6.277 1.005 -0.076
O 3.148 -3.394 1.418 -0.079
H 1.695 -3.651 -0.026 0.090
H 3.320 -4.215 -0.484 0.115
H 1.412 -6.080 0.188 0.108
H 1.614 -5.533 1.734 0.097
H 4.024 -5.597 1.261 0.065
H 2.453 -2.906 1.865 0.023
C 2.123 2.765 3.768 -0.207
C 3.561 3.319 3.876 -0.188
O 3.690 4.271 2.847 -0.088
O 1.186 3.594 4.475 -0.074
H 1.982 1.760 4.163 0.099
H 1.751 2.665 2.748 0.094
H 4.274 2.508 3.732 0.125
H 3.665 3.715 4.886 0.130
H 3.623 5.167 3.185 0.111
H 1.244 4.494 4.146 0.066
C 4.482 3.772 -0.802 -0.221
C 3.060 4.264 -0.641 -0.231
O 3.039 5.276 0.365 -0.065
O 4.850 2.901 0.275 -0.067
H 5.146 4.629 -0.912 0.127
H 4.484 3.193 -1.725 0.093
H 2.433 3.405 -0.405 0.104
H 2.753 4.635 -1.619 0.123
H 3.060 4.864 1.232 0.024
H 4.766 3.402 1.090 0.056
C 3.376 0.988 -3.845 -0.248
C 4.689 1.330 -4.544 -0.230
O 4.843 2.748 -4.593 -0.070
O 2.195 1.344 -4.538 -0.056
H 3.378 1.655 -2.982 0.094
H 3.385 -0.027 -3.447 0.113
H 4.604 1.039 -5.591 0.116
H 5.532 0.801 -4.099 0.110
H 5.771 2.958 -4.720 0.084
H 1.942 2.242 -4.311 0.086
C -5.619 -0.425 1.464 -0.248
C -7.098 -0.869 1.505 -0.216
O -7.983 -0.035 2.285 -0.071
O -5.491 0.848 0.878 -0.075
H -4.992 -1.176 0.981 0.105
H -5.175 -0.370 2.458 0.114
H -7.151 -1.899 1.858 0.117
H -7.558 -0.897 0.517 0.112
H -8.059 0.841 1.901 0.076
H -5.838 0.826 -0.017 0.085
```